2 unconnected molecules or ions with the total composition C9H22BO5S in a non-equilibrium geometry. Source: OMol25; level of theory: ωB97M-V/def2-TZVPD.

Each line ends with the natural charge from an NBO analysis.
Element x y z (Å)
S: 0.6976 -3.3976 3.8479  0.302
O: 1.8910 -5.9556 3.8257  -0.865
O: -0.5634 -5.9551 3.6473  -0.870
O: -1.1059 2.9287 -1.7468  -0.511
O: -1.1694 2.4455 0.3920  -0.601
O: 0.6069 -0.6830 -1.8795  -0.525
C: 1.8701 -2.7456 2.5505  -0.470
C: -0.1923 4.7273 -3.1156  -0.639
C: 1.0808 -1.7012 1.6841  -0.422
C: -1.3541 3.7884 -2.8676  -0.070
C: 1.5783 -1.6450 0.1857  -0.409
C: 0.3174 -1.3419 -0.6725  -0.060
C: -1.2897 3.2805 -0.4682  0.807
C: -1.5673 4.7169 -0.1212  -0.746
C: -0.6781 -0.4176 -2.4822  -0.261
B: 0.6501 -5.3012 3.7658  1.040
H: -0.5800 0.0952 -3.4493  0.206
H: -0.3759 5.3416 -3.9976  0.227
H: 1.1212 -0.6677 2.0677  0.254
H: -0.5895 -3.0369 3.4948  0.215
H: -0.3197 -0.6481 -0.0644  0.173
H: -0.6396 5.1862 0.2062  0.251
H: 2.3363 -5.6758 3.0149  0.506
H: -0.0161 5.3884 -2.2666  0.210
H: -1.9947 5.2970 -0.9354  0.221
H: 2.3701 -0.8787 0.1025  0.237
H: 2.3132 -3.5599 1.9481  0.245
H: -1.4741 3.1291 -3.7271  0.200
H: 0.7267 4.1586 -3.2679  0.221
H: 2.6509 -2.1859 3.1017  0.271
H: -1.0480 -5.6751 2.8653  0.521
H: -0.2708 -2.2804 -0.7797  0.158
H: -2.3031 4.3151 -2.7466  0.181
H: -2.2893 4.7415 0.6933  0.250
H: -1.1829 -1.4067 -2.5618  0.165
H: -1.2650 0.2279 -1.7905  0.191
H: 0.0083 -2.0031 1.6653  0.197
H: 2.0498 -2.6060 -0.1182  0.198

Summary:
relative energy (zero: lowest compared OMol25 entry of this formula, charge and spin)	0.951	eV
multiplicity	1
total charge	+1
gap between HOMO and LUMO	8.196	eV